Entry 1:
{"formula": "C2H4N2O", "method": "ωB97M-V/def2-TZVPD", "homo_energy_ha": [-0.2334, -0.4071], "homo_lumo_gap_ev": [7.39, 9.37], "multiplicity": 3, "energy_ev": -7159.8774, "species": ["O", "N", "N", "C", "C", "H", "H", "H", "H"], "xyz": [[0.129460, 0.945702, 0.108917], [-3.172243, -0.703695, 0.096241], [0.730942, -0.103330, 0.056615], [1.996501, -0.286328, 0.045563], [-2.762742, 0.350108, -0.082546], [-2.403603, 1.351147, -0.271957], [2.705042, 0.508895, -0.023467], [0.208457, -0.927332, -0.007040], [2.568188, -1.135168, 0.077672]], "forces_ev_per_a": [[-1.9, 5.3, 0.4], [0.1, -0.1, 0.0], [-4.8, -4.4, -0.3], [8.7, 2.2, -0.1], [0.0, 0.6, -0.2], [-0.1, -0.5, 0.1], [-0.4, 1.1, -0.2], [-1.6, -1.4, -0.2], [0.0, -2.8, 0.3]]}

=====

Entry 2:
{"formula": "C22H34ClDyF3N3O6", "method": "ωB97M-V/def2-TZVPD", "homo_energy_ha": [-0.2554, -0.2555], "homo_lumo_gap_ev": [7.25, 7.25], "multiplicity": 6, "energy_ev": -84882.0145, "species": ["Dy", "Cl", "F", "F", "F", "O", "O", "O", "O", "O", "O", "N", "N", "N", "C", "C", "C", "C", "C", "C", "C", "C", "C", "C", "C", "C", "C", "C", "C", "C", "C", "C", "C", "C", "C", "C", "H", "H", "H", "H", "H", "H", "H", "H", "H", "H", "H", "H", "H", "H", "H", "H", "H", "H", "H", "H", "H", "H", "H", "H", "H", "H", "H", "H", "H", "H", "H", "H", "H", "H"], "xyz": [[-0.838691, -0.317716, 0.940730], [-3.305138, -0.443595, 1.554631], [0.446491, 4.332564, 0.130163], [-0.454603, 4.640374, 2.122185], [1.641968, 3.977410, 1.936738], [1.129276, -0.661104, -2.769636], [-0.309305, -2.550429, 0.536289], [1.565809, -0.250755, 0.873898], [-0.110773, 1.719800, 2.515495], [-0.392191, 1.881883, 0.313021], [-0.534650, -1.060031, 3.095471], [0.480119, -4.512327, -0.324541], [-1.149369, -0.469080, 5.207759], [3.187133, 1.027401, -0.113101], [-2.328637, 0.826980, -1.457417], [2.438919, -0.069187, -0.005765], [-1.176712, -0.331106, 3.894281], [3.729500, 1.693044, 1.068133], [-0.096397, 2.725616, -5.284562], [-0.517533, -5.346473, 0.341580], [0.359446, 2.399345, -2.537736], [3.707197, 1.438200, -1.413201], [-1.497506, -0.265178, -1.420087], [-0.035436, 1.335056, -3.332366], [0.393566, 3.857690, 1.416594], [0.507833, -3.182493, -0.194890], [-0.290973, 1.480394, -4.685751], [-3.833462, 0.861896, -1.482812], [1.479896, -5.216008, -1.138707], [-0.060770, 2.360339, 1.440932], [0.553666, 3.643458, -3.123444], [-2.130329, -1.580481, -1.774298], [-1.890483, 0.456327, 6.050902], [-0.526908, -1.658411, 5.776981], [-0.009286, -0.080190, -2.858479], [0.332389, 3.801225, -4.504044], [3.561260, 2.773417, 0.997492], [1.285982, -2.660765, -0.801781], [-2.771544, -1.550620, -2.678765], [2.116856, -4.487757, -1.678155], [-2.884562, 0.057188, 6.317642], [3.238203, 1.288547, 1.956839], [0.490520, 2.248625, -1.478447], [2.114595, -5.852761, -0.494769], [3.276291, 0.793991, -2.198112], [-4.241544, 1.294053, -2.417127], [3.412841, 2.477156, -1.618542], [-0.680671, -0.704335, -3.506617], [-4.164914, 1.523279, -0.657947], [-0.246967, 2.829717, -6.352196], [0.905865, 4.471621, -2.502538], [-1.822590, 0.480683, 3.529236], [-4.331733, -0.113036, -1.349763], [4.806849, 1.375108, -1.420511], [2.638634, -0.849320, -0.767278], [0.080895, -2.093464, 4.981598], [0.499035, 4.765425, -4.966434], [-1.927150, 1.865568, -1.475797], [-1.318577, 0.703003, 6.955016], [-1.399914, -2.379993, -1.955669], [-0.935096, -6.035520, -0.392945], [-0.620446, 0.612814, -5.265432], [-1.292925, -4.725717, 0.780955], [0.098052, -1.382508, 6.638207], [-2.048353, 1.374749, 5.468832], [4.814702, 1.529764, 1.128104], [-1.297518, -2.386466, 6.084602], [-0.040571, -5.962472, 1.105661], [0.965941, -5.869517, -1.864870], [-2.745491, -1.874902, -0.895446]], "forces_ev_per_a": [[0.8, 0.6, -0.5], [-0.3, 0.0, 0.2], [-0.1, -0.4, 1.5], [0.7, -0.5, -0.5], [-0.8, 0.1, -0.2], [-0.3, 0.7, 1.4], [1.3, -1.1, -1.1], [1.2, -0.1, -0.4], [0.2, 0.9, -0.9], [0.3, 0.6, 1.3], [-0.6, 0.2, 1.1], [0.3, 0.3, -0.2], [0.0, -0.4, 0.2], [0.6, 0.1, 0.1], [0.4, -0.1, 0.0], [-1.0, -0.5, 0.0], [0.3, -0.2, -0.5], [-0.5, 0.4, -0.1], [0.1, 0.0, 0.4], [0.3, 0.0, -0.1], [0.2, 0.4, -0.5], [0.4, -0.4, -0.2], [-0.3, 1.6, -2.1], [0.2, -0.3, 0.4], [0.2, 0.2, -0.6], [-0.9, 0.5, 0.7], [0.0, 0.5, -0.2], [-0.6, -0.2, 0.0], [0.0, 0.1, 0.0], [-0.5, -0.6, -0.2], [0.0, 0.0, -0.4], [-0.8, -0.8, 0.7], [-0.4, 0.2, -0.2], [0.0, 0.1, 0.1], [0.3, -1.9, -1.5], [0.0, -0.2, 0.3], [0.0, -0.2, 0.2], [-0.6, -0.3, 0.4], [0.1, 0.1, 0.5], [-0.4, -0.4, 0.3], [0.4, 0.0, 0.1], [0.1, 0.2, -0.1], [0.2, 0.0, -0.1], [-0.2, 0.3, -0.3], [0.1, 0.3, 0.3], [0.4, 0.0, 0.3], [0.0, -0.3, 0.1], [-0.4, 0.4, 0.7], [0.1, -0.3, -0.4], [0.0, 0.2, 0.0], [-0.2, -0.1, -0.3], [0.3, -0.2, 0.2], [0.4, 0.3, 0.0], [-0.3, 0.0, -0.1], [-0.5, 0.6, -0.1], [0.0, 0.0, 0.3], [0.0, 0.0, 0.0], [0.0, -1.0, 0.3], [-0.1, -0.1, -0.3], [0.0, 0.2, 0.1], [-0.2, 0.1, 0.0], [0.2, 0.3, 0.1], [0.1, 0.0, 0.0], [-0.2, -0.1, -0.3], [0.0, -0.2, 0.3], [-0.2, -0.1, -0.1], [0.3, 0.3, 0.0], [0.0, 0.1, 0.1], [0.2, 0.3, 0.2], [0.0, -0.3, -0.6]]}

=====

Entry 3:
{"formula": "C5H8OS2", "method": "ωB97M-V/def2-TZVPD", "homo_energy_ha": -0.3202, "homo_lumo_gap_ev": 8.79, "energy_ev": -29031.3075, "smiles": "C[C@H]1C[C@@H](S)C(=S)O1", "species": ["S", "S", "O", "C", "C", "C", "C", "C", "H", "H", "H", "H", "H", "H", "H", "H"], "xyz": [[-0.142412, 2.036139, -0.255153], [-2.375098, -0.757088, -0.156481], [0.192616, -1.406553, -0.305885], [2.462073, -0.467944, -0.902626], [-0.108305, 0.555205, 0.805087], [-0.748779, -0.553488, 0.166361], [1.326078, -0.037186, 1.224601], [1.530806, -1.008273, 0.096830], [1.289058, -0.581425, 2.183532], [-0.868393, 1.649963, -1.540399], [3.316551, -0.037676, -0.324917], [2.037152, 0.851107, 1.311564], [-0.639643, 0.759433, 1.697548], [1.950074, -1.981377, 0.418720], [1.962013, 0.368385, -1.417941], [2.921187, -1.170698, -1.636386]], "forces_ev_per_a": [[-0.8, 0.1, -2.2], [1.7, 0.0, 0.5], [-0.6, 0.7, -0.2], [1.1, 1.1, -1.6], [1.6, 0.2, 1.4], [-1.7, -2.2, -2.5], [-0.9, 2.1, 0.0], [0.8, -2.1, 1.3], [-0.3, 0.5, -0.3], [1.4, 0.2, 2.9], [-0.6, -0.3, -0.5], [-0.6, -1.5, -0.2], [-0.7, 0.7, 0.8], [-0.2, 0.5, 0.3], [0.5, -0.2, -0.1], [-0.8, 0.3, 0.5]]}

=====

Entry 4:
{"formula": "C3H2ClNOS", "method": "ωB97M-V/def2-TZVPD", "homo_energy_ha": [-0.3333, -0.3477], "homo_lumo_gap_ev": [8.26, 8.49], "energy_ev": -30035.1693, "species": ["Cl", "S", "O", "N", "C", "C", "C", "H", "H"], "xyz": [[0.854965, 1.541998, 2.020321], [-1.541432, 0.964237, 0.257255], [-1.506932, 2.236367, -0.423774], [-1.104641, -0.837734, -1.219205], [0.031118, -1.167810, -0.828960], [0.188152, 0.578718, 0.781401], [0.784669, -0.469175, 0.209489], [0.524257, -2.030146, -1.276725], [1.769843, -0.816455, 0.480197]], "forces_ev_per_a": [[0.0, 0.1, 0.0], [1.4, -2.7, -0.6], [-0.1, 1.0, -0.5], [-1.2, 1.6, 0.9], [0.5, -0.2, 0.1], [-0.6, -0.4, -0.3], [-0.1, 0.6, 0.5], [-0.1, -0.2, -0.2], [0.1, 0.1, 0.1]]}

=====

Entry 5:
{"formula": "C16H8ClIN3O6Pt", "method": "ωB97M-V/def2-TZVPD", "total_charge": 1, "homo_energy_ha": [-0.4431, -0.4431], "homo_lumo_gap_ev": [5.89, 5.89], "energy_ev": -57333.0970, "species": ["Pt", "I", "Cl", "O", "O", "O", "O", "O", "O", "N", "N", "N", "C", "C", "C", "C", "C", "C", "C", "C", "C", "C", "C", "C", "C", "C", "C", "C", "H", "H", "H", "H", "H", "H", "H", "H"], "xyz": [[-2.414210, 2.860160, 0.787389], [-1.335901, -1.084470, 5.465411], [2.379805, -3.020568, 1.734108], [-2.521594, 5.244134, 2.319675], [-3.765673, 0.699035, -1.998839], [2.661358, 0.579013, -0.566602], [-1.257324, 1.161632, 3.214326], [2.504363, -2.332303, -1.398061], [-2.367837, 1.258300, -0.328114], [-2.476513, 4.295439, 1.718237], [0.333516, 1.703893, 1.196322], [1.734739, -1.475992, -1.071012], [-0.780249, -1.716451, -3.716100], [-2.705033, 0.653560, -1.435402], [1.381468, -0.546481, 1.319876], [1.003379, 2.240871, 0.117593], [-0.429306, -0.405878, -1.273025], [2.256180, -0.560418, 0.099092], [0.550567, -1.253638, -1.788595], [-0.416913, 0.347428, 2.944771], [-0.212584, -0.880939, 3.758843], [0.498458, 0.558417, 1.731668], [0.387825, -1.917586, -3.017489], [-1.596303, -0.223638, -1.983812], [-1.769589, -0.876630, -3.199432], [1.414697, -1.644808, 2.113528], [1.994165, 1.760073, -0.637116], [0.657642, -1.808582, 3.347006], [0.823241, -2.721017, 3.902180], [3.171870, -1.096222, 0.336305], [1.173863, -2.550949, -3.401708], [-2.699576, -0.719317, -3.731134], [-0.930278, -2.208249, -4.666508], [2.420620, 2.365377, -1.424478], [-0.343943, 0.079440, -0.319093], [0.675071, 3.237365, -0.149810]], "forces_ev_per_a": [[-0.3, 0.1, -0.2], [0.0, 0.0, 0.1], [0.0, 0.0, 0.0], [0.0, 0.0, 0.0], [0.0, 0.1, 0.0], [0.0, 0.1, 0.2], [0.0, 0.0, 0.0], [-0.1, 0.1, 0.0], [0.4, 0.0, 0.3], [0.0, -0.1, 0.0], [0.4, 0.1, 0.1], [0.0, -0.1, 0.0], [0.1, 0.0, 0.0], [-0.2, 0.0, -0.1], [-0.2, 0.1, -0.1], [-0.1, 0.0, 0.0], [-0.1, 0.0, 0.0], [0.1, 0.0, 0.0], [0.1, -0.1, 0.0], [0.0, 0.0, 0.0], [0.0, 0.0, -0.1], [0.0, -0.2, 0.0], [-0.1, 0.0, 0.0], [0.0, 0.0, 0.1], [0.0, 0.0, 0.0], [0.0, -0.1, 0.2], [0.0, -0.1, -0.1], [0.0, 0.1, -0.1], [0.0, 0.0, 0.0], [0.0, 0.0, -0.1], [0.0, 0.0, 0.0], [0.0, 0.0, 0.0], [0.0, 0.0, 0.0], [0.0, 0.0, 0.0], [0.0, 0.0, 0.0], [0.0, 0.0, 0.0]]}

=====

Entry 6:
{"formula": "C4H8NO2", "method": "ωB97M-V/def2-TZVPD", "total_charge": -1, "homo_energy_ha": -0.0551, "homo_lumo_gap_ev": 4.87, "energy_ev": -9858.9445, "species": ["O", "O", "N", "C", "C", "C", "C", "H", "H", "H", "H", "H", "H", "H", "H"], "xyz": [[-2.261863, 0.640914, -0.821793], [-1.857273, 0.292340, 1.475361], [3.198895, 0.057255, -0.543691], [0.735701, 0.260145, -0.093512], [-1.684238, 0.097724, 0.136226], [-0.452010, -0.728803, -0.144079], [1.986912, -0.616193, -0.216192], [3.735518, 0.202103, 0.316260], [-0.312055, -1.565970, 0.522025], [-0.527490, -1.091433, -1.182870], [0.527624, 0.956668, -0.918612], [-1.333035, 1.086197, 0.775159], [0.838724, 0.827705, 0.812326], [1.748330, -1.375236, -1.037339], [2.078034, -1.153259, 0.770210]], "forces_ev_per_a": [[-0.3, -0.2, 2.1], [0.5, 3.1, -2.3], [0.1, 0.1, 0.0], [-0.7, -0.9, -0.8], [0.0, -4.3, -4.1], [-0.9, 0.5, -0.6], [1.6, -0.1, -0.6], [-0.2, 0.0, -0.1], [0.0, -0.1, 0.4], [0.1, 0.1, 0.4], [0.8, -0.1, 0.0], [-0.3, 1.4, 4.7], [-0.3, 0.3, 0.7], [0.0, 0.4, 0.8], [-0.5, -0.1, -0.5]]}

=====

Entry 7:
{"formula": "C2H3N3O", "method": "ωB97M-V/def2-TZVPD", "homo_energy_ha": -0.3123, "homo_lumo_gap_ev": 8.63, "energy_ev": -8635.3096, "species": ["O", "N", "N", "N", "C", "C", "H", "H", "H"], "xyz": [[1.055532, -1.944871, 0.062126], [-0.583103, 0.872161, -0.154572], [-0.987906, 2.020028, -0.382181], [1.103557, 0.424454, 0.292134], [-0.839081, -0.411587, -0.202346], [0.544009, -0.721307, 0.083021], [-1.765460, -0.955010, -0.308730], [-0.523179, 2.583952, 0.336612], [1.995631, -1.867818, 0.273935]], "forces_ev_per_a": [[0.4, 0.2, 0.2], [1.4, 0.2, 0.7], [-0.4, -0.7, 0.6], [-1.2, 0.1, -0.4], [-0.1, 0.0, -0.2], [-0.4, -0.3, 0.0], [0.0, 0.3, -0.3], [0.2, 0.5, -0.5], [0.1, -0.2, 0.0]]}

=====

Entry 8:
{"formula": "C17H18BrN5O2S3V", "method": "ωB97M-V/def2-TZVPD", "total_charge": 1, "homo_energy_ha": [-0.3730, -0.3731], "homo_lumo_gap_ev": [6.09, 6.13], "multiplicity": 3, "energy_ev": -157698.8708, "species": ["Br", "V", "S", "S", "S", "O", "O", "N", "N", "N", "N", "N", "C", "C", "C", "C", "C", "C", "C", "C", "C", "C", "C", "C", "C", "C", "C", "C", "C", "H", "H", "H", "H", "H", "H", "H", "H", "H", "H", "H", "H", "H", "H", "H", "H", "H", "H"], "xyz": [[-1.185292, -1.887621, -2.433859], [1.279053, -1.623180, 0.298741], [-0.773630, 1.641868, -1.760062], [0.204569, 0.227211, 0.889114], [-2.246978, 3.846949, -2.853633], [4.925475, -1.570860, -1.110235], [3.150674, -1.527492, 0.246240], [1.702534, -1.714761, 2.414627], [-2.038448, 3.098875, -0.155597], [-0.002027, -3.364847, 0.435303], [-1.345857, 2.251398, 0.647099], [1.459244, -1.711313, -1.779933], [-3.356654, 5.356926, 2.466518], [-1.793688, 2.980857, -1.505817], [0.817867, -4.447856, 1.044185], [-2.794000, 4.141446, 0.489114], [3.247283, -1.606869, -3.401201], [-0.670848, 1.415572, -0.071448], [1.011420, -1.697807, -4.131816], [-4.190136, 6.062983, 0.318349], [-4.102085, 6.254540, 1.699011], [2.188907, -3.106163, 2.686937], [2.778854, -1.629167, -2.098483], [-2.692313, 4.271360, 1.873540], [1.107947, -4.121933, 2.446987], [0.629416, -1.781239, -2.816696], [2.343903, -1.619322, -4.463248], [-3.565169, 5.000295, -0.271939], [3.735245, -1.568045, -0.926470], [0.159985, -3.906254, 2.956634], [1.718040, -4.536185, 0.424554], [4.317048, -1.551206, -3.571505], [0.279808, -5.393542, 0.999177], [-0.427313, -3.526420, -0.458795], [-2.108569, 3.595831, 2.495593], [0.989498, -1.445347, 3.083291], [2.448033, -1.043342, 2.530787], [1.413661, -5.047810, 2.960903], [3.023560, -3.269283, 2.028758], [2.514872, -3.160298, 3.685616], [-3.230531, 5.494879, 3.531795], [-3.634285, 4.837769, -1.348319], [0.202619, -1.777973, -4.852021], [-4.763665, 6.756881, -0.278819], [-4.630919, 7.095495, 2.095560], [-0.770976, -3.159509, 1.044983], [2.673866, -1.535485, -5.503529]], "forces_ev_per_a": [[-0.7, -0.2, 0.2], [-0.7, 0.2, 0.8], [0.6, -0.7, -0.2], [-0.1, 0.1, 0.1], [0.2, -0.3, 0.3], [-0.5, 0.0, 0.1], [-0.4, -0.2, 0.0], [-0.2, -0.6, -0.2], [0.0, 0.5, -0.7], [0.8, 0.9, 0.3], [0.0, -0.5, -0.6], [0.9, 0.0, -1.0], [0.1, -0.2, -0.3], [-0.7, 1.0, -0.3], [-0.6, -0.4, -1.8], [0.4, -0.5, 0.4], [0.2, 0.1, -0.1], [0.2, -0.3, 1.3], [-0.7, -0.5, -0.8], [-0.3, 0.4, 1.0], [0.3, -0.6, -0.6], [-0.8, 1.1, -0.5], [-0.1, -0.1, -0.2], [-0.4, 0.8, 0.2], [0.2, -0.9, 1.6], [0.0, 0.4, 0.7], [0.4, 0.2, 0.2], [0.2, -0.4, -1.0], [1.1, 0.0, -0.7], [0.1, 0.4, 0.1], [0.0, -0.2, 0.2], [-0.1, 0.0, 0.2], [0.0, -0.1, -0.2], [0.0, -0.6, -0.6], [-0.1, 0.2, -0.4], [-0.2, -0.1, 0.0], [0.4, 0.1, 0.0], [0.1, 0.2, -0.3], [0.5, -0.2, -0.2], [0.6, -0.2, 1.3], [-0.2, 0.1, 0.0], [-0.1, 0.2, 0.6], [0.4, 0.2, -0.2], [0.0, 0.0, -0.1], [0.0, 0.3, 0.6], [-0.5, 0.2, 0.5], [-0.1, -0.1, 0.5]]}